[1]
35
Properties=species:S:1:pos:R:3:forces:R:3 method="wB97M-V/def2-TZVPD" orbital_gap_ev=5.6845 homo_energy_ev=-8.36 de_lowest_kj_mol=172.34
Pd -0.8598 -0.7677 -1.3278 1.71 1.32 1.96
O 1.2986 2.7450 4.2448 -0.54 0.98 0.56
C 1.9388 1.7983 3.8200 -0.50 -0.48 -1.44
O 2.8995 1.1514 4.2018 0.97 -0.56 0.53
C 1.3667 1.2607 2.4214 0.36 0.30 0.77
C 1.9247 0.1358 1.8405 -0.55 -0.22 -0.74
C 1.3423 -0.3701 0.6797 0.26 0.05 0.51
N 0.2624 0.2186 0.1521 -0.50 -0.41 -1.62
C -0.2484 1.3447 0.6658 0.19 0.25 0.58
C 0.3000 1.9044 1.8196 -0.32 -0.52 -0.78
C -1.3950 1.8919 -0.0776 -0.27 0.18 -0.24
C -2.2370 2.8815 0.4213 0.26 -0.14 -0.09
C -3.3239 3.2865 -0.3328 0.07 -0.24 -0.22
C -3.5168 2.7343 -1.5922 0.17 0.13 0.11
C -2.6183 1.7849 -2.0437 -0.16 0.02 -0.24
N -1.5989 1.3563 -1.3041 -0.47 -1.08 0.52
C 1.8286 -1.5484 -0.0562 0.19 -0.23 -0.14
C 2.9295 -2.3019 0.3448 -0.18 0.18 -0.10
C 3.3265 -3.3797 -0.4269 -0.26 0.01 -0.22
C 2.6226 -3.6811 -1.5857 0.10 0.20 0.17
C 1.5355 -2.8909 -1.9183 -0.01 -0.25 -0.31
N 1.1512 -1.8566 -1.1817 -1.16 -0.12 0.36
H 2.7767 -0.3258 2.3138 0.08 0.05 0.13
H -0.0830 2.8063 2.2691 -0.01 0.08 0.14
H -2.0546 3.3082 1.3941 0.02 -0.03 0.11
H -4.0193 4.0102 0.0623 -0.04 0.10 0.02
H -4.3513 3.0244 -2.2071 -0.07 0.04 -0.12
H -2.7006 1.3438 -3.0303 -0.14 -0.08 0.13
H 3.4656 -2.0513 1.2470 -0.02 0.06 0.03
H 4.1682 -3.9834 -0.1266 0.10 -0.04 0.04
H 2.9072 -4.5104 -2.2125 -0.03 -0.05 -0.07
H 0.9400 -3.0859 -2.8022 0.02 -0.06 0.06
S -4.4627 -3.6192 -1.6763 -0.53 -0.38 0.12
C -3.2186 -2.6578 -1.8903 0.54 0.38 -0.22
N -2.2949 -1.9581 -2.1069 0.71 0.56 -0.30

***

[2]
44
Properties=species:S:1:pos:R:3:forces:R:3 method="wB97M-V/def2-TZVPD" orbital_gap_ev="3.8566 / 3.6684" spin_multiplicity=3 homo_energy_ev="-7.28 / -7.28" de_lowest_kj_mol=92.61
W -0.3188 -0.4046 -2.2164 0.20 0.69 0.20
S 4.4930 5.2114 -2.3495 0.08 0.10 -0.08
C 3.4359 3.9889 -2.3608 -0.09 -0.07 0.20
S 1.7043 4.2083 -2.3399 -0.10 0.10 -0.06
C 1.2715 2.5219 -2.3357 -0.13 0.16 0.00
C 2.2980 1.6462 -2.3147 0.16 -0.07 0.02
S 2.0174 -0.0428 -2.4185 -0.43 -0.21 -0.05
S 3.9085 2.3116 -2.2980 0.10 -0.10 -0.06
S -0.3661 2.0032 -2.4341 0.03 -0.24 0.02
I -2.9605 -0.0401 -2.6749 0.16 0.05 -0.05
S 0.0368 -2.7679 -1.9876 -0.03 0.27 -0.12
C -0.3509 -2.2405 -3.6181 0.07 -0.70 -0.35
N -1.5968 -2.6115 -4.1391 0.04 -0.14 0.36
C -1.9548 -2.4719 -5.4120 0.02 0.12 -0.33
C -1.0454 -2.0523 -6.3533 -0.26 -0.06 -0.01
C 0.2776 -1.8427 -5.9459 0.16 0.01 0.15
C 0.6321 -1.9760 -4.6240 -0.05 0.10 -0.08
H -2.2986 -2.8843 -3.4632 0.01 0.02 0.00
H -2.9829 -2.7118 -5.6448 0.02 0.00 -0.02
H -1.3493 -1.9434 -7.3831 0.00 -0.01 0.02
H 1.0366 -1.6079 -6.6801 0.01 0.01 0.03
H 1.6592 -1.8780 -4.3143 0.03 0.00 -0.01
O 0.0349 3.3757 7.0835 0.10 -0.06 -0.06
S 1.0718 2.5187 6.5415 0.32 0.37 -0.01
O 1.7223 3.0086 5.3392 -0.03 0.03 0.26
O 1.9455 1.8930 7.5128 -0.07 0.08 -0.10
C 0.1146 1.1305 5.9216 -0.72 -1.01 -0.39
N -0.5433 0.3442 6.8048 0.35 0.47 -0.19
C -1.2381 -0.6614 6.3188 -0.10 -0.13 0.07
C -1.3271 -0.9457 4.9584 -0.11 -0.12 0.18
C -0.6312 -0.0862 4.1435 0.04 -0.04 -0.69
N 0.0791 0.9301 4.6004 0.22 0.37 0.69
C -0.5871 -0.2137 2.6565 -0.04 0.01 0.26
C -1.4027 -1.0792 1.9322 -0.08 -0.08 0.03
C -1.2960 -1.1387 0.5670 0.11 0.12 -0.06
N -0.4235 -0.3675 -0.1202 0.02 -0.08 0.28
C 0.3620 0.4874 0.5787 -0.10 -0.03 -0.09
C 0.3052 0.5842 1.9435 0.07 0.10 0.03
H -1.7566 -1.2863 7.0399 0.01 0.01 0.02
H -1.8961 -1.7904 4.5957 0.01 0.02 0.03
H -2.1341 -1.7070 2.4205 0.01 0.00 0.00
H -1.9171 -1.7993 -0.0169 -0.02 -0.04 -0.03
H 1.0381 1.1028 0.0038 0.02 -0.01 -0.01
H 0.9325 1.2844 2.4827 -0.01 -0.03 0.00

***

[3]
36
Properties=species:S:1:pos:R:3:forces:R:3 method="wB97M-V/def2-TZVPD" orbital_gap_ev=6.2188 homo_energy_ev=-8.21
Br -6.4381 2.3951 -1.0746 0.07 0.00 -0.03
C -4.7637 1.5456 -0.9050 0.66 -0.52 0.49
C -4.7128 0.1459 -0.7932 0.46 0.27 -0.24
C -3.4799 -0.4939 -0.6475 0.29 0.59 0.29
C -2.2813 0.2567 -0.4999 -0.93 0.39 -0.03
C -1.0015 -0.4125 -0.2538 -0.24 -1.83 -1.60
C 0.2035 0.2430 -0.6472 1.88 -0.03 0.36
C 1.4429 -0.3616 -0.5543 -1.95 0.24 0.14
C 2.6980 0.3164 -0.7040 1.85 0.97 -0.52
C 3.9234 -0.4058 -0.7656 -0.50 0.28 -0.01
C 5.1565 0.2345 -0.8911 0.01 0.42 0.02
C 5.2228 1.6386 -0.9482 -1.12 -0.75 0.10
Br 6.8850 2.5174 -1.0655 -0.10 -0.06 -0.01
C 4.0306 2.3781 -0.8993 0.12 -0.28 -0.02
C 2.7968 1.7345 -0.7787 0.30 -0.53 -0.02
C -2.3648 1.6715 -0.6361 -0.35 -0.66 0.51
C -3.5947 2.3111 -0.8083 0.00 -0.54 -0.14
H -5.6275 -0.4360 -0.8174 0.10 0.09 -0.13
H -3.4362 -1.5869 -0.6261 -0.05 0.39 0.09
H -0.9574 -1.4997 -0.2823 -0.20 0.49 -1.71
H 0.1245 1.2230 -1.1495 0.14 -0.42 0.83
H 1.4757 -1.4253 -0.3046 0.00 0.27 0.24
H 3.8879 -1.4978 -0.7245 0.06 0.34 0.02
H 6.0818 -0.3387 -0.9385 -0.30 0.07 0.03
H 4.0891 3.4614 -0.9469 -0.12 -0.15 0.03
H 1.8899 2.3345 -0.7257 0.28 -0.07 0.06
H -1.4674 2.2810 -0.5353 -0.31 -0.14 0.02
H -3.6525 3.3934 -0.8368 0.03 -0.13 -0.10
H -2.3332 -1.8275 1.2243 0.05 0.41 -0.50
N -1.3502 -1.6119 1.3767 -0.71 0.33 2.88
C -0.8323 -2.7984 1.8672 1.07 -1.13 -0.46
C -0.3585 -2.8668 3.4226 0.14 0.04 -0.60
F 0.1928 -1.6788 3.7839 -0.38 -1.03 0.00
F -1.3802 -3.1581 4.2901 0.99 0.43 -1.01
F 0.5794 -3.8478 3.5593 -0.83 1.05 0.13
O -0.6485 -3.8340 1.2359 -0.40 1.19 0.87

***

[4]
37
Properties=species:S:1:pos:R:3:forces:R:3 method="wB97M-V/def2-TZVPD" orbital_gap_ev="7.3671 / 6.1585" spin_multiplicity=5 homo_energy_ev="-14.09 / -14.75" total_charge=+2 de_lowest_kj_mol=0.00
Rh 0.3789 2.3053 -0.2954 0.12 -0.49 -0.31
O -2.9848 4.6875 -1.6084 -0.06 -0.01 0.04
C -1.8684 4.1863 -1.1571 -0.04 0.13 -0.01
O -1.7702 3.1401 -0.5369 0.07 -0.07 -0.09
C -0.6599 5.0303 -1.4204 0.04 -0.03 -0.09
C -0.6814 6.3782 -1.7374 0.02 -0.04 -0.07
C 0.5342 7.0453 -1.7975 0.01 0.04 -0.02
C 1.7118 6.3610 -1.5192 -0.01 -0.04 -0.07
C 1.6316 5.0100 -1.2271 -0.03 0.00 -0.08
N 0.4690 4.3637 -1.2078 -0.07 0.26 0.55
C 2.7611 4.1274 -0.7707 0.05 0.11 -0.04
O 4.0013 4.4342 -1.0386 0.06 0.03 0.04
O 2.5027 3.1270 -0.1256 -0.10 -0.09 -0.05
H -3.7403 4.1167 -1.3807 0.01 0.02 0.00
H -1.6181 6.8894 -1.9076 -0.01 -0.01 -0.01
H 0.5640 8.1002 -2.0341 0.00 0.01 0.03
H 2.6549 6.8913 -1.4997 0.00 0.00 -0.01
H 4.1022 5.2084 -1.6109 0.00 -0.01 0.01
C -1.6710 -8.2197 2.7805 0.01 -0.05 -0.07
C -1.6020 -7.2508 1.6501 0.05 -0.02 -0.08
O -2.4468 -6.8911 0.9125 -0.04 0.06 0.05
S 0.2026 -6.6387 1.4495 0.00 0.03 0.15
C 0.1206 -5.0043 0.9906 -0.01 -0.03 -0.14
C 1.3548 -4.2963 1.1109 0.03 0.00 -0.02
C 1.4141 -2.9633 0.8501 0.02 -0.01 -0.02
C 0.2491 -2.2700 0.4283 0.01 -0.05 0.07
C -0.9583 -2.9912 0.2299 -0.01 0.00 0.00
C -1.0300 -4.3234 0.5041 -0.05 0.00 0.02
C 0.2877 -0.8873 0.2231 0.02 0.05 -0.17
C 0.3208 0.3244 0.0365 -0.08 0.15 0.26
H -2.7147 -8.4240 3.0061 0.00 -0.01 0.00
H -1.1441 -7.8384 3.6536 -0.02 0.00 0.01
H -1.1796 -9.1451 2.4668 0.01 0.00 0.02
H 2.2390 -4.8324 1.4307 -0.01 0.01 0.04
H 2.3409 -2.4194 0.9649 0.00 0.00 0.01
H -1.8238 -2.4671 -0.1505 -0.02 0.01 0.04
H -1.9478 -4.8644 0.3373 0.01 0.02 0.03

***

[5]
40
Properties=species:S:1:pos:R:3:forces:R:3 method="wB97M-V/def2-TZVPD" orbital_gap_ev="4.0160 / 4.0118" homo_energy_ev="-16.83 / -16.83" total_charge=+3
Re -0.8393 0.0564 -2.0287 -0.29 -0.54 -0.10
C -3.9100 0.8555 -1.5962 -0.04 0.08 0.01
O -2.7524 -0.0430 -1.3060 0.10 0.02 -0.04
C -2.8716 -0.8614 -0.1369 0.07 -0.02 0.13
C -4.0466 -1.4556 0.2487 -0.01 0.00 -0.02
C -4.0161 -2.1919 1.4320 0.01 0.01 -0.01
C -2.8474 -2.3099 2.1790 0.02 -0.01 0.02
C -1.6728 -1.7025 1.7667 -0.02 -0.03 0.02
C -1.6909 -0.9701 0.5861 -0.08 0.01 0.00
N -0.5830 -0.3127 0.0029 -0.07 -0.04 -0.27
N 0.3760 0.0036 0.7862 0.07 0.03 0.24
C 1.4990 0.6124 0.4078 -0.08 0.00 -0.14
C 1.7754 0.9945 -0.9477 0.14 0.00 0.10
O 0.8072 0.7620 -1.8558 0.16 0.20 0.01
C 2.9801 1.5266 -1.3479 -0.10 -0.03 -0.08
C 3.9531 1.7222 -0.3795 0.01 0.02 0.00
C 3.7610 1.3941 0.9736 -0.02 -0.03 0.08
C 4.7841 1.6279 1.9179 -0.02 0.01 -0.06
C 4.5853 1.3138 3.2377 -0.05 -0.03 0.04
C 3.3612 0.7611 3.6488 0.07 0.02 0.03
C 2.3426 0.5203 2.7516 -0.04 0.00 -0.04
C 2.5238 0.8252 1.3994 0.05 0.02 0.04
H -4.6714 0.2557 -2.0853 0.01 -0.01 0.00
H -3.5536 1.6430 -2.2510 0.00 -0.01 0.02
H -4.2466 1.2611 -0.6466 0.01 -0.02 0.01
H -4.9641 -1.3574 -0.3153 0.01 0.01 0.00
H -4.9229 -2.6739 1.7714 0.00 0.00 0.00
H -2.8538 -2.8912 3.0908 0.00 0.00 0.00
H -0.7548 -1.8064 2.3284 -0.01 0.01 -0.01
H 3.1454 1.7871 -2.3839 0.01 0.01 0.01
H 4.9035 2.1523 -0.6736 -0.01 0.00 -0.02
H 5.7205 2.0588 1.5877 0.00 0.00 -0.01
H 5.3651 1.4936 3.9646 0.00 0.00 0.00
H 3.2137 0.5223 4.6938 0.00 0.00 0.00
H 1.4039 0.1118 3.0961 0.00 0.00 0.00
S -1.6471 -0.9069 -7.4191 0.00 -0.05 0.23
As -1.3602 -0.9708 -5.4655 0.18 -0.04 -0.15
S -1.6643 0.7230 -4.1115 0.11 -0.10 0.05
S -0.5468 -2.0686 -2.4643 0.01 0.39 -0.03
S -0.0853 -2.4619 -4.4567 -0.21 0.12 -0.05

***

[6]
50
Properties=species:S:1:pos:R:3:forces:R:3 method="wB97M-V/def2-TZVPD" orbital_gap_ev=6.9929 homo_energy_ev=-10.40 total_charge=+1 de_lowest_kj_mol=0.00
Ru -0.1396 0.0164 -0.1398 0.03 -0.22 -0.13
C -2.3612 -3.2488 2.0332 0.00 0.01 0.00
C -1.3180 -2.7157 1.0942 0.03 -0.08 0.05
O -0.8834 -1.5633 1.2193 -0.06 0.11 -0.10
N -0.8629 -3.5594 0.1597 -0.01 0.00 -0.06
C 0.2207 -3.2346 -0.7603 0.01 0.01 0.03
C -0.2837 -2.5065 -1.9810 -0.01 -0.02 -0.02
C -0.5430 -3.2114 -3.1442 -0.01 0.00 0.01
C -1.1262 -2.5673 -4.2234 -0.01 0.01 -0.01
C -1.4459 -1.2286 -4.0967 0.01 -0.01 0.02
C -1.1353 -0.5791 -2.9161 -0.03 -0.01 -0.04
N -0.5467 -1.1924 -1.8794 0.07 0.11 0.14
H -2.7679 -2.4313 2.6199 0.00 0.00 0.00
H -1.9130 -3.9803 2.7066 0.01 0.00 0.00
H -3.1634 -3.7410 1.4832 0.00 0.00 0.00
H -1.2946 -4.4665 0.0911 0.01 0.00 0.01
H 0.6878 -4.1693 -1.0639 0.00 0.00 0.01
H 0.9601 -2.6477 -0.2219 -0.03 -0.03 -0.03
H -0.2951 -4.2631 -3.1948 0.00 0.00 0.00
H -1.3350 -3.1046 -5.1385 0.00 0.00 0.00
H -1.9187 -0.6788 -4.8974 0.00 0.00 0.00
H -1.3419 0.4726 -2.7861 0.00 -0.01 0.00
Se 0.6700 1.8591 -1.5450 0.02 0.12 0.00
Se -0.3856 3.6965 -0.5992 0.04 -0.10 0.15
Se 0.4213 3.4810 1.5924 -0.07 0.07 -0.19
Se -0.2058 1.2764 1.8701 0.22 -0.11 0.11
Cl 5.1608 0.5993 -0.5716 0.00 0.00 0.00
C 4.3743 -0.8718 -0.0091 0.00 0.01 -0.01
Cl 4.7419 -2.2322 -1.0811 0.00 0.00 0.00
Cl 4.8468 -1.2471 1.6516 0.00 0.00 0.00
C 2.9253 -0.6584 -0.0345 0.10 -0.05 0.00
N 1.7951 -0.4893 -0.0537 -0.15 0.08 0.06
O -2.0714 1.5388 1.7668 -0.13 0.12 -0.01
C -2.6514 1.2484 0.6344 -0.02 -0.07 -0.08
O -2.1290 0.6015 -0.2810 -0.01 0.05 0.06
C -4.0458 1.7283 0.4995 -0.03 0.01 0.04
C -4.7453 1.4020 -0.6561 0.00 -0.02 -0.01
C -6.0372 1.8602 -0.7961 0.03 0.03 0.02
C -6.6616 2.6322 0.1651 -0.03 0.01 -0.01
C -5.9331 2.9336 1.2986 0.02 0.00 0.00
C -4.6362 2.5014 1.4921 -0.02 0.01 0.00
N -6.5704 3.7573 2.3525 -0.03 0.01 0.05
O -7.7061 4.1228 2.1533 0.04 -0.01 -0.01
O -5.9061 3.9982 3.3371 -0.01 -0.01 -0.04
N -6.7822 1.5110 -2.0260 -0.06 -0.09 0.01
O -7.9125 1.9278 -2.1233 0.04 0.02 -0.01
O -6.2064 0.8185 -2.8398 0.00 0.05 0.01
H -4.2928 0.8050 -1.4335 0.00 0.00 0.00
H -7.6746 2.9848 0.0372 0.01 0.00 0.00
H -4.1082 2.7699 2.3951 0.00 0.00 0.00

***

[7]
42
Properties=species:S:1:pos:R:3:forces:R:3 method="wB97M-V/def2-TZVPD" orbital_gap_ev="3.6092 / 6.3970" spin_multiplicity=2 homo_energy_ev="0.55 / -2.24" total_charge=-2
Hg 0.3677 -0.9463 -0.4934 -0.35 -0.05 -1.08
O 3.8825 -2.1765 -2.4153 1.44 -1.06 -0.75
C 3.0005 -1.4331 -2.0383 -1.34 0.41 1.28
N 2.4525 -1.5280 -0.7118 -0.63 0.63 -1.49
C 3.0984 -2.0603 0.2794 2.12 0.03 2.16
O 4.2660 -2.5050 0.3850 -1.00 0.06 -0.50
C 2.4096 -1.8736 1.6587 1.62 -0.98 -0.70
C 3.1513 -2.1996 2.7988 -0.69 -0.18 0.34
C 2.4963 -2.0488 4.0012 0.55 -0.06 1.02
C 1.2148 -1.5391 4.0616 -0.76 -0.34 -0.28
C 0.5752 -1.2445 2.8567 0.10 -0.01 1.39
N 1.1825 -1.4271 1.7156 0.08 0.38 -0.50
C 2.3520 -0.4788 -2.8817 -0.58 0.45 0.69
C 2.7205 -0.4238 -4.2123 1.51 -0.91 -1.20
C 2.1133 0.3883 -5.1145 1.01 -0.47 -1.09
C 1.0347 1.1456 -4.6806 -0.92 0.72 -0.57
C 0.6928 1.0571 -3.3566 0.21 0.35 0.19
N 1.3459 0.3611 -2.4416 -0.33 -0.48 0.68
H 4.1318 -2.6499 2.7982 0.02 0.22 -0.58
H 2.9965 -2.3319 4.9452 -0.24 0.14 -0.57
H 0.6889 -1.5400 5.0071 -0.08 0.39 -0.04
H -0.4192 -0.8595 2.7657 -0.54 0.17 0.32
H 3.5319 -1.1205 -4.4450 -0.19 0.40 -0.33
H 2.4487 0.4540 -6.1639 -0.13 -0.21 0.58
H 0.4776 1.7553 -5.3884 -0.04 0.02 0.32
H -0.1217 1.6469 -3.0026 -0.63 0.37 0.39
C -4.2949 0.4333 2.3740 0.31 -2.18 0.75
S -4.4035 0.8995 0.6807 0.12 0.57 -0.92
C -3.7407 2.5277 0.6376 -0.34 0.26 0.54
C -2.4948 2.9134 1.0326 0.82 -0.80 -0.65
S -1.0810 1.9504 1.4175 -0.96 0.64 0.09
S -2.2560 4.6466 0.8604 0.54 0.53 0.26
C -3.7971 5.1884 0.3403 -0.50 -1.31 0.00
S -4.2940 6.7266 -0.0058 0.14 0.28 0.02
S -4.8587 3.8149 0.2038 0.09 0.23 0.01
H -4.3956 -0.7099 2.3021 -0.10 1.56 0.39
H -5.0420 0.8661 3.0291 -0.34 0.02 -0.07
H -3.3163 0.5939 2.8257 0.18 0.20 -0.35
Cl -2.0216 -2.5686 0.7846 -0.34 0.06 -0.15
C -1.6982 -1.3638 -0.5623 0.03 0.03 0.25
H -2.3403 -0.5190 -0.3752 0.01 0.23 0.31
H -2.0562 -1.8215 -1.4722 0.13 -0.35 -0.20

***

[8]
34
Properties=species:S:1:pos:R:3:forces:R:3 method="wB97M-V/def2-TZVPD" orbital_gap_ev=8.5237 homo_energy_ev=-8.10 de_lowest_kj_mol=76.32
C 1.9134 -1.2617 5.6390 0.06 0.10 -0.21
C 1.7043 0.1079 5.4313 -0.47 -1.47 -1.16
C 1.2136 0.5032 4.1805 0.12 0.16 0.51
C 0.9279 -0.4173 3.1692 0.66 -0.28 1.47
N 0.4202 -0.0349 1.9634 0.46 0.92 -4.16
C 1.1625 0.0785 0.8994 -1.94 -0.02 2.01
C 2.6460 -0.0123 0.8019 1.03 -0.60 -0.18
S 3.2045 0.1935 -0.9713 -0.73 -0.12 0.93
C 1.5152 0.3095 -1.3819 -1.13 0.72 -2.55
N 0.8779 0.4770 -2.5218 0.57 -0.13 -0.46
C -0.4849 0.5523 -2.2267 0.06 -0.42 1.13
C -1.5848 0.6169 -3.2243 0.05 -0.45 -0.13
C -1.2483 0.8268 -4.5522 0.36 0.46 -0.89
C -2.2271 0.9414 -5.5339 -0.53 -0.16 -0.09
C -3.5699 0.7653 -5.2018 0.98 0.50 0.65
C -3.9361 0.4909 -3.8783 0.23 -0.32 -0.76
C -2.9492 0.3772 -2.9096 0.45 0.25 0.67
C -0.6460 0.4526 -0.8671 -0.37 -0.03 -0.65
N 0.6384 0.3037 -0.3716 -0.84 -0.16 2.31
C 1.0791 -1.7749 3.4150 1.09 0.10 1.07
C 1.6323 -2.1930 4.6253 -0.26 0.77 0.13
H 2.3081 -1.5622 6.6022 -0.01 -0.26 -0.11
H 1.8917 0.7847 6.2406 0.06 0.44 0.05
H 1.0214 1.5428 3.9879 -0.02 0.32 -0.11
H 2.9354 -1.0153 1.1468 0.17 0.40 0.02
H 3.1090 0.7506 1.4253 0.07 -0.11 0.03
H -0.2093 0.9503 -4.8759 -0.30 -0.05 0.51
H -1.9685 1.1726 -6.5751 0.03 -0.15 0.53
H -4.2994 0.9564 -5.9505 -0.65 -0.18 -0.46
H -4.9944 0.2970 -3.7062 0.32 0.12 0.44
H -3.2256 0.1252 -1.8732 0.12 0.16 -0.59
H -1.5708 0.4336 -0.2995 0.65 0.01 0.24
H 0.8906 -2.4919 2.6506 -0.31 -0.36 -0.50
H 1.8228 -3.2464 4.7424 0.03 -0.16 0.31

***

| no. | F_max (eV Å⁻¹) |
| --- | --- |
| 1 | 2.9 |
| 2 | 1.3 |
| 3 | 3.0 |
| 4 | 0.6 |
| 5 | 0.6 |
| 6 | 0.3 |
| 7 | 3.0 |
| 8 | 4.3 |